1.
{
  "formula": "C27H52NO7S2",
  "method": "ωB97M-V/def2-TZVPD",
  "total_charge": -1,
  "energy_ha": -2437.47339,
  "homo_energy_ev": -5.95,
  "e_lumo_ev": 1.66,
  "elements": ["C", "O", "C", "C", "C", "C", "C", "C", "C", "C", "C", "C", "C", "C", "S", "O", "O", "N", "S", "O", "O", "C", "C", "C", "C", "C", "C", "H", "H", "H", "H", "H", "H", "H", "H", "H", "H", "H", "H", "H", "H", "H", "H", "H", "H", "H", "H", "H", "H", "H", "H", "H", "H", "H", "H", "H", "H", "H", "H", "C", "C", "O", "C", "C", "H", "H", "H", "H", "H", "H", "H", "H", "H", "H", "C", "C", "O", "C", "C", "H", "H", "H", "H", "H", "H", "H", "H", "H", "H"],
  "coordinates": [[7.57, 0.55, -0.93], [6.76, 0.82, -2.10], [5.66, 1.72, -1.78], [4.50, 1.46, -2.87], [3.68, 2.78, -3.28], [3.40, 3.80, -2.08], [2.14, 3.35, -1.14], [0.82, 3.96, -1.85], [-0.56, 3.47, -1.17], [-1.54, 4.77, -1.02], [-3.04, 4.50, -1.50], [-4.07, 4.16, -0.30], [-5.28, 3.20, -0.74], [-6.65, 3.96, -1.05], [-7.94, 2.67, -1.50], [-7.30, 1.31, -1.22], [-8.31, 2.67, -2.96], [-9.23, 2.83, -0.39], [-10.58, 3.64, -1.03], [-10.29, 4.70, -2.07], [-11.24, 4.36, 0.14], [-11.86, 2.40, -1.59], [-11.58, 0.87, -1.46], [-12.67, -0.18, -1.88], [-14.06, 0.27, -2.44], [-14.28, 1.80, -2.59], [-13.22, 2.85, -2.18], [7.76, -0.58, -0.91], [8.60, 1.07, -0.99], [7.08, 0.82, 0.06], [5.22, 1.57, -0.73], [6.04, 2.81, -1.87], [3.83, 0.59, -2.52], [5.04, 1.07, -3.81], [2.65, 2.43, -3.66], [4.18, 3.31, -4.17], [4.31, 4.07, -1.46], [3.05, 4.79, -2.58], [2.30, 3.74, -0.07], [2.13, 2.20, -1.06], [0.94, 5.10, -1.83], [0.89, 3.66, -2.97], [-0.40, 2.94, -0.16], [-1.07, 2.79, -1.95], [-1.13, 5.66, -1.63], [-1.53, 5.10, 0.08], [-3.11, 3.67, -2.30], [-3.46, 5.45, -2.00], [-3.45, 3.56, 0.48], [-4.39, 5.12, 0.24], [-5.44, 2.46, 0.13], [-4.93, 2.60, -1.65], [-6.57, 4.78, -1.85], [-6.99, 4.43, -0.05], [-10.59, 0.45, -1.06], [-12.52, -1.31, -1.77], [-14.88, -0.48, -2.72], [-15.29, 2.13, -3.02], [-13.47, 3.96, -2.31], [6.79, -5.92, -0.46], [7.92, -4.92, -0.34], [7.50, -3.63, 0.06], [6.86, -3.54, 1.33], [7.72, -4.01, 2.48], [6.03, -5.56, -1.17], [7.16, -6.89, -0.81], [6.29, -6.09, 0.49], [8.39, -4.80, -1.32], [8.71, -5.29, 0.33], [5.90, -4.08, 1.30], [6.61, -2.49, 1.48], [8.00, -5.07, 2.39], [7.19, -3.89, 3.43], [8.65, -3.44, 2.52], [3.78, -7.48, 4.18], [4.92, -6.48, 4.30], [4.50, -5.19, 4.70], [3.85, -5.10, 5.97], [4.72, -5.57, 7.12], [3.03, -7.12, 3.47], [4.16, -8.45, 3.83], [3.28, -7.65, 5.13], [5.39, -6.36, 3.32], [5.70, -6.85, 4.97], [2.90, -5.64, 5.94], [3.60, -4.05, 6.12], [4.99, -6.63, 7.03], [4.18, -5.45, 8.07], [5.64, -5.00, 7.17]]
}


2.
{
  "formula": "C27H52P2SiZr",
  "method": "ωB97M-V/def2-TZVPD",
  "total_charge": 2,
  "energy_ha": -2078.64861,
  "homo_energy_ev": -13.44,
  "e_above_lowest_ev": 0.0000,
  "e_lumo_ev": -7.62,
  "elements": ["Zr", "C", "C", "C", "C", "C", "C", "H", "H", "H", "C", "H", "H", "H", "C", "H", "H", "H", "C", "H", "H", "H", "C", "H", "H", "H", "C", "C", "C", "C", "C", "C", "C", "C", "H", "H", "H", "H", "H", "H", "H", "H", "H", "H", "H", "H", "P", "C", "C", "P", "C", "C", "C", "H", "H", "H", "H", "H", "H", "H", "H", "H", "H", "H", "H", "H", "H", "C", "Si", "C", "C", "C", "H", "H", "H", "H", "H", "H", "H", "H", "H", "H", "H"],
  "coordinates": [[0.53, 0.19, -0.48], [-1.41, -0.57, 1.19], [-0.99, -1.59, 0.26], [0.75, -1.18, 1.74], [-0.35, -0.33, 2.10], [0.37, -1.95, 0.60], [-2.81, -0.11, 1.38], [-3.39, -0.16, 0.45], [-2.84, 0.93, 1.73], [-3.34, -0.71, 2.12], [-0.45, 0.46, 3.35], [-1.45, 0.90, 3.47], [0.27, 1.28, 3.36], [-0.26, -0.15, 4.24], [1.94, -1.43, 2.59], [1.65, -1.85, 3.57], [2.50, -0.51, 2.78], [2.62, -2.15, 2.10], [1.14, -3.09, 0.02], [0.97, -4.01, 0.60], [2.22, -2.90, 0.03], [0.86, -3.30, -1.02], [-1.90, -2.43, -0.57], [-2.16, -3.36, -0.04], [-1.43, -2.71, -1.52], [-2.83, -1.90, -0.80], [-0.37, 2.29, -1.51], [-1.48, 1.47, -1.30], [-2.12, 0.60, -2.34], [-1.20, -0.30, -3.23], [0.14, -0.76, -2.71], [1.35, -0.05, -2.78], [1.58, 1.41, -3.03], [0.34, 2.33, -2.84], [-2.74, 1.21, -3.03], [-1.09, 0.21, -4.21], [-2.86, -0.04, -1.84], [-0.39, 2.08, -3.65], [-0.21, 3.15, -0.85], [-2.15, 1.73, -0.47], [0.64, 3.38, -3.05], [2.38, 1.77, -2.36], [2.27, -0.64, -2.69], [2.01, 1.59, -4.03], [-1.79, -1.20, -3.49], [0.26, -1.85, -2.64], [-0.42, 1.61, -5.79], [-0.62, 3.39, -6.17], [-1.56, 0.89, -7.03], [1.90, -0.31, -5.89], [1.21, 1.29, -6.58], [1.24, -1.38, -7.25], [3.55, -0.15, -6.72], [0.21, 3.98, -5.77], [-1.56, 3.72, -5.71], [-0.68, 3.51, -7.26], [-1.41, 1.41, -7.98], [-2.58, 1.09, -6.66], [-1.43, -0.19, -7.16], [3.41, 0.12, -7.78], [4.04, -1.13, -6.66], [4.17, 0.60, -6.23], [1.90, 2.13, -6.41], [1.04, 1.20, -7.67], [1.86, -2.28, -7.26], [1.36, -0.85, -8.21], [0.19, -1.64, -7.09], [0.91, 3.52, 1.60], [2.52, 2.56, 1.44], [3.86, 3.78, 0.91], [3.01, 1.94, 3.14], [2.40, 1.12, 0.22], [1.02, 4.29, 2.38], [0.05, 2.89, 1.87], [0.67, 4.03, 0.65], [4.00, 4.55, 1.68], [4.81, 3.25, 0.76], [3.59, 4.27, -0.04], [2.18, 1.53, 3.71], [3.81, 1.19, 3.07], [3.41, 2.80, 3.69], [2.94, 1.50, -0.67], [3.06, 0.30, 0.58]]
}


3.
{
  "formula": "C27H53Cl16N2OSi",
  "method": "ωB97M-V/def2-TZVPD",
  "total_charge": 1,
  "energy_ha": -8897.41906,
  "homo_energy_ev": -11.70,
  "e_lumo_ev": -4.78,
  "elements": ["C", "C", "C", "C", "N", "C", "N", "C", "C", "C", "O", "Si", "C", "C", "C", "H", "H", "H", "H", "H", "H", "H", "H", "H", "H", "H", "H", "H", "H", "H", "H", "H", "H", "H", "H", "H", "Cl", "C", "C", "Cl", "H", "H", "H", "H", "Cl", "C", "C", "Cl", "H", "H", "H", "H", "Cl", "C", "C", "Cl", "H", "H", "H", "H", "Cl", "C", "C", "Cl", "H", "H", "H", "H", "Cl", "C", "C", "Cl", "H", "H", "H", "H", "Cl", "C", "C", "Cl", "H", "H", "H", "H", "Cl", "C", "C", "Cl", "H", "H", "H", "H", "Cl", "C", "C", "Cl", "H", "H", "H", "H"],
  "coordinates": [[-1.06, 1.05, 5.36], [-0.43, -0.08, 4.81], [0.34, -1.22, 3.87], [0.27, -0.81, 2.29], [1.05, 0.41, 1.82], [0.49, -2.26, 1.56], [0.17, -3.23, 2.51], [-0.23, -2.76, 3.91], [-1.77, -3.06, 4.41], [-2.78, -2.46, 3.27], [-4.21, -2.47, 3.64], [-4.88, -1.11, 2.68], [-6.79, -1.28, 2.47], [-4.51, 0.52, 3.71], [-4.14, -1.04, 0.89], [-1.46, 2.13, 5.68], [1.48, -1.17, 4.17], [-0.83, -0.53, 1.94], [1.21, 0.25, 0.79], [0.33, 1.20, 1.84], [0.83, -2.46, 0.43], [0.21, -4.26, 2.23], [0.52, -3.34, 4.60], [-1.92, -4.23, 4.62], [-1.97, -2.52, 5.46], [-2.49, -1.32, 3.13], [-2.67, -3.08, 2.26], [-7.28, -1.29, 3.54], [-7.14, -0.36, 1.80], [-7.01, -2.30, 1.92], [-3.34, 0.73, 3.77], [-4.99, 1.48, 3.24], [-4.86, 0.33, 4.82], [-2.95, -1.05, 0.87], [-4.48, -1.97, 0.24], [-4.45, -0.06, 0.29], [4.49, 4.03, -1.52], [3.37, 3.64, -0.19], [3.24, 2.15, 0.04], [2.40, 1.33, -1.30], [2.40, 4.10, -0.42], [3.77, 4.12, 0.71], [2.65, 1.96, 0.94], [4.22, 1.67, 0.16], [-7.01, -0.17, -2.97], [-8.20, 0.60, -1.89], [-7.58, 1.73, -1.09], [-6.41, 1.15, 0.12], [-8.61, -0.18, -1.23], [-9.00, 0.98, -2.52], [-8.37, 2.26, -0.54], [-7.07, 2.45, -1.73], [-4.55, -2.67, -2.55], [-3.31, -3.95, -2.72], [-3.60, -5.15, -1.83], [-3.39, -4.77, -0.10], [-2.34, -3.50, -2.50], [-3.32, -4.25, -3.77], [-2.90, -5.96, -2.06], [-4.62, -5.52, -1.97], [6.85, 4.43, -3.81], [8.09, 3.15, -3.98], [7.80, 1.95, -3.09], [8.01, 2.33, -1.36], [9.06, 3.60, -3.76], [8.08, 2.85, -5.03], [8.50, 1.14, -3.32], [6.78, 1.58, -3.23], [10.13, -0.69, -3.83], [10.14, -2.17, -2.84], [8.76, -2.82, -2.78], [7.59, -1.85, -1.86], [10.50, -1.91, -1.84], [10.86, -2.86, -3.29], [8.83, -3.79, -2.27], [8.35, -2.99, -3.78], [-5.93, 4.94, 2.78], [-7.05, 4.56, 4.11], [-7.18, 3.06, 4.34], [-8.02, 2.25, 3.00], [-8.02, 5.02, 3.88], [-6.65, 5.04, 5.01], [-7.77, 2.87, 5.24], [-6.20, 2.59, 4.46], [12.71, -4.52, -3.43], [13.98, -3.90, -4.52], [13.42, -3.01, -5.61], [12.43, -3.91, -6.79], [14.51, -4.76, -4.94], [14.68, -3.34, -3.90], [14.23, -2.54, -6.17], [12.79, -2.21, -5.19], [-6.49, 4.44, -0.38], [-5.22, 5.06, -1.47], [-5.78, 5.96, -2.56], [-6.77, 5.05, -3.73], [-4.69, 4.20, -1.89], [-4.52, 5.62, -0.85], [-4.97, 6.42, -3.12], [-6.41, 6.75, -2.14]]
}